# 1
ORCA calculation (the ωB97M-V functional and the def2-TZVPD basis) on C3H6O4Tm as an isolated structure at a distorted geometry.

Geometry as XYZ:
```
14
C3H6O4Tm the ωB97M-V functional and the def2-TZVPD basis
O 1.79 -0.74 -0.16
C 0.43 -0.88 -0.59
C -0.54 -0.67 0.56
O -1.80 -0.18 0.09
C -2.03 1.11 0.05
O -3.18 1.54 -0.16
O -1.13 1.99 0.11
H 2.11 -1.54 0.27
H 0.29 -1.87 -1.04
H 0.29 -0.14 -1.40
H -0.17 0.00 1.35
H -0.72 -1.62 1.07
Tm 3.31 1.08 -0.16
H 1.34 1.92 0.01
```

Summary:
- Energy relative to the best compared isomer or geometry (same formula, charge and spin): 104.8 kcal per mole
- Multiplicity: 4
- DFT total energy: -1503.204998 a.u.
- Maximum force: 3.2 eV Å⁻¹
- Lowest unoccupied orbital energy (alpha / beta): -10.7 / -12.0 eV
- Charge: +2
- Frontier orbital gap (alpha / beta): 0.269 / 0.201 hartree
- Expectation value of S²: 3.79
- M: 275.0 g mol⁻¹

***

# 2
ORCA calculation (the ωB97M-V functional and the def2-TZVPD basis) on C3H6O5Tl as an isolated structure at a distorted geometry.

Geometry as XYZ:
```
15
C3H6O5Tl the ωB97M-V functional and the def2-TZVPD basis
C -1.77 -2.87 5.59
C -3.20 -2.42 5.30
O -4.14 -3.46 5.12
C -5.44 -3.11 4.87
O -5.71 -1.88 4.82
O -6.22 -4.05 4.70
O -0.98 -1.77 5.79
Tl -4.96 0.12 4.95
H -1.45 -3.50 4.73
H -1.82 -3.54 6.48
H -3.14 -1.85 4.36
H -3.51 -1.85 6.20
H -0.49 -0.46 4.30
O -0.04 0.15 3.60
H -0.68 0.31 2.91
```

Summary:
- DFT total energy: -666.627532 a.u.
- Maximum force: 2.9 eV Å⁻¹
- Lowest unoccupied orbital energy: 2.1 eV
- Charge: -1
- Frontier orbital gap: 0.209 hartree
- M: 326.5 g mol⁻¹

***

# 3
ORCA calculation (the ωB97M-V functional and the def2-TZVPD basis) on C3H6OS as an isolated structure at a distorted geometry.

Geometry as XYZ:
```
11
C3H6OS the ωB97M-V functional and the def2-TZVPD basis
C 0.61 -0.28 -0.14
C 0.12 1.03 0.42
C -0.64 -0.83 0.48
H 0.23 0.43 -2.30
H 1.50 -0.56 0.46
H 0.67 1.69 1.07
H -0.63 1.44 -0.30
H -0.65 -1.86 0.98
H -1.48 -0.77 -0.12
O -0.70 0.30 1.31
S 0.96 -0.59 -1.86
```

Summary:
- Energy relative to the best compared isomer or geometry (same formula, charge and spin): 46.3 kcal per mole
- DFT total energy: -591.259189 a.u.
- Maximum force: 2.9 eV Å⁻¹
- Lowest unoccupied orbital energy: 0.9 eV
- Frontier orbital gap: 0.378 hartree
- M: 90.1 g mol⁻¹

***

# 4
ORCA calculation (the ωB97M-V functional and the def2-TZVPD basis) on C3H6OS as an isolated structure at a distorted geometry.

Geometry as XYZ:
```
11
C3H6OS the ωB97M-V functional and the def2-TZVPD basis
C 1.08 0.17 0.35
C -0.25 0.28 -0.43
C -1.45 -0.47 0.37
H 1.80 -0.82 -1.32
H 1.92 1.07 0.30
H 0.93 0.25 1.51
H -0.76 1.55 -0.48
H -0.31 0.20 -1.45
H -1.32 -0.75 1.39
O 1.60 -1.08 -0.16
S -3.24 -0.38 -0.09
```

Summary:
- Energy relative to the best compared isomer or geometry (same formula, charge and spin): 113.4 kcal per mole
- DFT total energy: -591.152316 a.u.
- Maximum force: 7.5 eV Å⁻¹
- Lowest unoccupied orbital energy: -1.0 eV
- Frontier orbital gap: 0.287 hartree
- M: 90.1 g mol⁻¹

***

# 5
ORCA calculation (the ωB97M-V functional and the def2-TZVPD basis) on one molecule with the formula C3H6OS at a distorted geometry.

Geometry as XYZ:
```
11
C3H6OS the ωB97M-V functional and the def2-TZVPD basis
C -0.85 1.18 -0.94
O -0.33 -0.13 -0.83
C 0.26 -0.24 0.46
C 0.96 -1.54 0.63
S 1.43 -2.19 2.05
H -1.97 1.10 -0.87
H -0.54 1.63 -1.89
H -0.50 1.82 -0.12
H 0.88 0.60 0.64
H -0.55 -0.21 1.23
H 1.22 -2.02 -0.35
```

Summary:
- Energy relative to the best compared isomer or geometry (same formula, charge and spin): 39.7 kcal per mole
- SMILES: COCC=S
- DFT total energy: -591.269811 a.u.
- Maximum force: 2.4 eV Å⁻¹
- Lowest unoccupied orbital energy: -0.3 eV
- Frontier orbital gap: 0.315 hartree
- M: 90.1 g mol⁻¹

***

# 6
ORCA calculation (the ωB97M-V functional and the def2-TZVPD basis) on a 2-piece molecular cluster, C3H6OS overall at a distorted geometry.

Geometry as XYZ:
```
11
C3H6OS the ωB97M-V functional and the def2-TZVPD basis
C -1.61 -0.15 -0.05
C 0.57 -0.25 -0.06
C 1.78 0.58 0.12
H -1.80 -1.35 -0.29
H -2.59 0.39 -0.97
H -1.83 0.00 1.18
H 0.18 -0.92 0.92
H 0.77 -0.80 -0.92
H 1.89 1.77 0.71
O -0.56 0.77 -0.42
S 3.19 -0.03 -0.22
```

Summary:
- Energy relative to the best compared isomer or geometry (same formula, charge and spin): 131.7 kcal per mole
- DFT total energy: -591.123061 a.u.
- Maximum force: 6.4 eV Å⁻¹
- Lowest unoccupied orbital energy: -0.5 eV
- Frontier orbital gap: 0.310 hartree
- M: 90.1 g mol⁻¹

***

# 7
ORCA calculation (the ωB97M-V functional and the def2-TZVPD basis) on one molecule with the formula C3H6OS at a distorted geometry.

Geometry as XYZ:
```
11
C3H6OS the ωB97M-V functional and the def2-TZVPD basis
C -1.61 -1.03 -0.31
C -1.25 0.27 0.54
O -0.61 1.07 -0.20
C 0.78 0.97 -0.18
S 1.53 -0.56 0.08
H -1.86 -0.60 -1.35
H -0.87 -2.05 -0.16
H -2.75 -1.14 0.17
H -2.31 0.94 0.66
H -0.70 0.09 1.29
H 1.34 1.87 -0.51
```

Summary:
- Energy relative to the best compared isomer or geometry (same formula, charge and spin): 94.1 kcal per mole
- SMILES: CCOC=S
- DFT total energy: -591.183102 a.u.
- Maximum force: 11.2 eV Å⁻¹
- Lowest unoccupied orbital energy: -0.4 eV
- Frontier orbital gap: 0.321 hartree
- M: 90.1 g mol⁻¹

***

# 8
ORCA calculation (the ωB97M-V functional and the def2-TZVPD basis) on one molecule with the formula C3H6OS2 at a distorted geometry.

Geometry as XYZ:
```
12
C3H6OS2 the ωB97M-V functional and the def2-TZVPD basis
C -0.70 -0.65 1.08
O 0.41 -1.41 0.67
C 1.21 -0.78 -0.31
S 0.24 -0.06 -1.65
C -0.47 1.34 -0.77
S -0.58 1.13 1.02
H -1.58 -0.98 0.51
H -0.90 -0.79 2.16
H 1.89 -1.49 -0.73
H 1.82 -0.01 0.14
H -1.47 1.47 -1.23
H 0.11 2.22 -0.87
```

Summary:
- Energy relative to the best compared isomer or geometry (same formula, charge and spin): 24.8 kcal per mole
- SMILES: C1OCSCS1
- DFT total energy: -989.489036 a.u.
- Maximum force: 1.3 eV Å⁻¹
- Lowest unoccupied orbital energy: 0.8 eV
- Frontier orbital gap: 0.353 hartree
- M: 122.2 g mol⁻¹

***

# 9
ORCA calculation (the ωB97M-V functional and the def2-TZVPD basis) on one molecule with the formula C3H6OS2 at a distorted geometry.

Geometry as XYZ:
```
12
C3H6OS2 the ωB97M-V functional and the def2-TZVPD basis
C -1.25 -1.87 -0.69
S -1.06 -0.16 -0.14
C 0.67 0.15 -0.08
S 1.90 -0.61 -0.84
C 0.97 1.36 0.76
O -0.20 2.06 1.01
H -0.52 -2.07 -1.43
H -2.28 -1.96 -1.10
H -1.10 -2.60 0.10
H 1.78 1.91 0.27
H 1.39 0.99 1.76
H -0.31 2.79 0.37
```

Summary:
- Energy relative to the best compared isomer or geometry (same formula, charge and spin): 24.2 kcal per mole
- SMILES: CSC(=S)CO
- DFT total energy: -989.489904 a.u.
- Maximum force: 1.6 eV Å⁻¹
- Lowest unoccupied orbital energy: -0.1 eV
- Frontier orbital gap: 0.313 hartree
- M: 122.2 g mol⁻¹

***

# 10
ORCA calculation (the ωB97M-V functional and the def2-TZVPD basis) on a 2-piece molecular cluster, C3H6OSi overall at a distorted geometry.

Geometry as XYZ:
```
11
C3H6OSi the ωB97M-V functional and the def2-TZVPD basis
C -2.01 -0.25 0.71
C 0.00 1.51 -0.30
C 0.12 0.28 -0.72
O -2.38 -0.89 -0.12
Si 1.06 -0.95 0.35
H -0.54 2.29 -0.86
H 0.35 1.78 0.76
H -0.23 -0.05 -1.68
H 1.56 -1.99 -0.46
H -0.09 -1.53 1.16
H 2.16 -0.20 1.16
```

Summary:
- Energy relative to the best compared isomer or geometry (same formula, charge and spin): 34.0 kcal per mole
- DFT total energy: -482.556233 a.u.
- Maximum force: 2.6 eV Å⁻¹
- Lowest unoccupied orbital energy: 1.2 eV
- Frontier orbital gap: 0.416 hartree
- M: 86.2 g mol⁻¹

***

# 11
ORCA calculation (the ωB97M-V functional and the def2-TZVPD basis) on one molecule with the formula C3H6OSi2 at a distorted geometry.

Geometry as XYZ:
```
12
C3H6OSi2 the ωB97M-V functional and the def2-TZVPD basis
O 1.57 -1.56 2.23
C 0.88 -0.63 1.86
Si 0.06 0.61 3.14
C 0.50 -0.60 0.32
C 0.50 -0.67 -0.93
Si 0.53 -0.77 -2.77
H 0.33 -0.28 4.20
H -1.16 0.81 2.43
H 1.06 1.66 3.14
H 1.92 -1.13 -3.14
H 0.36 0.49 -3.49
H -0.62 -1.52 -3.31
```

Summary:
- Energy relative to the best compared isomer or geometry (same formula, charge and spin): 0.0 kcal per mole
- SMILES: O=C([SiH3])C#C[SiH3]
- DFT total energy: -771.984811 a.u.
- Maximum force: 3.5 eV Å⁻¹
- Lowest unoccupied orbital energy: -0.1 eV
- Frontier orbital gap: 0.354 hartree
- M: 114.3 g mol⁻¹

***

# 12
ORCA calculation (the ωB97M-V functional and the def2-TZVPD basis) on one molecule with the formula C3H6P2 at a distorted geometry.

Geometry as XYZ:
```
11
C3H6P2 the ωB97M-V functional and the def2-TZVPD basis
C 1.00 0.48 -0.66
C -1.11 -0.65 0.45
C -0.35 0.65 0.05
P 2.62 0.76 0.21
P 1.99 -1.14 -0.11
H 0.91 0.50 -1.97
H -0.38 -1.42 0.51
H -1.91 -1.10 -0.29
H -1.66 -0.68 1.39
H -0.12 1.33 1.00
H -0.99 1.28 -0.58
```

Summary:
- Energy relative to the best compared isomer or geometry (same formula, charge and spin): 28.7 kcal per mole
- DFT total energy: -800.517519 a.u.
- Maximum force: 4.2 eV Å⁻¹
- Lowest unoccupied orbital energy: -0.8 eV
- Frontier orbital gap: 0.303 hartree
- M: 104.0 g mol⁻¹

***

# 13
ORCA calculation (the ωB97M-V functional and the def2-TZVPD basis) on one molecule with the formula C3H6P2 at a distorted geometry.

Geometry as XYZ:
```
11
C3H6P2 the ωB97M-V functional and the def2-TZVPD basis
P -1.80 0.37 0.28
C -0.87 1.29 -0.78
C 0.77 0.76 -0.92
C 1.20 -0.58 -0.45
P 2.04 0.77 0.55
H -1.28 -0.53 1.18
H -2.80 1.04 1.04
H 1.26 1.00 -1.99
H 0.36 -1.11 0.02
H 1.72 -1.13 -1.19
H 1.19 1.11 1.79
```

Summary:
- Energy relative to the best compared isomer or geometry (same formula, charge and spin): 109.8 kcal per mole
- SMILES: [PH2]#C[C@@H]1CP1
- DFT total energy: -800.388274 a.u.
- Maximum force: 3.7 eV Å⁻¹
- Lowest unoccupied orbital energy: -0.5 eV
- Frontier orbital gap: 0.307 hartree
- M: 104.0 g mol⁻¹

***

# 14
ORCA calculation (the ωB97M-V functional and the def2-TZVPD basis) on one molecule with the formula C3H6P4 at a distorted geometry.

Geometry as XYZ:
```
13
C3H6P4 the ωB97M-V functional and the def2-TZVPD basis
P 2.17 0.86 -0.74
P 1.15 1.44 0.99
C -0.42 0.81 0.44
P -2.17 1.92 -0.22
P -3.28 0.13 -0.04
C -1.98 -1.12 0.12
C -0.77 -0.52 0.45
H 3.46 1.41 -0.48
H 2.22 -0.39 -0.29
H 0.62 2.66 0.59
H -3.91 -0.24 -1.28
H -2.22 -2.14 0.32
H 0.09 -1.07 0.77
```

Summary:
- Energy relative to the best compared isomer or geometry (same formula, charge and spin): 26.4 kcal per mole
- SMILES: [PH2]#[PH]C1=P#[PH]C=C1
- DFT total energy: -1483.170161 a.u.
- Maximum force: 5.8 eV Å⁻¹
- Lowest unoccupied orbital energy (alpha / beta): -1.2 / -1.1 eV
- Frontier orbital gap (alpha / beta): 0.244 / 0.247 hartree
- M: 166.0 g mol⁻¹

***

# 15
ORCA calculation (the ωB97M-V functional and the def2-TZVPD basis) on C3H6S2 as an isolated structure at a distorted geometry.

Geometry as XYZ:
```
11
C3H6S2 the ωB97M-V functional and the def2-TZVPD basis
C 0.31 0.52 0.27
C -1.02 0.05 0.78
C 0.93 -0.81 -0.19
H -0.20 0.93 -2.14
H 0.91 0.93 1.05
H -1.31 0.57 1.67
H -1.79 0.15 0.08
H 0.85 -0.99 -1.23
H 1.98 -0.83 0.10
S 0.28 1.66 -1.12
S -0.39 -1.62 0.83
```

Summary:
- Energy relative to the best compared isomer or geometry (same formula, charge and spin): 22.9 kcal per mole
- DFT total energy: -914.239104 a.u.
- Maximum force: 2.3 eV Å⁻¹
- Lowest unoccupied orbital energy: 0.9 eV
- Frontier orbital gap: 0.361 hartree
- M: 106.2 g mol⁻¹

***

# 16
ORCA calculation (the ωB97M-V functional and the def2-TZVPD basis) on a 2-piece molecular cluster, C3H6SSe overall at a distorted geometry.

Geometry as XYZ:
```
11
C3H6SSe the ωB97M-V functional and the def2-TZVPD basis
C -0.52 1.36 -1.05
C -0.95 0.08 -0.68
C -1.28 -0.85 0.49
S -1.48 -2.42 0.27
H -0.71 1.74 -2.05
H -0.17 2.11 -0.30
H -0.90 -0.63 -1.54
H -1.59 -0.35 1.38
Se 1.91 -0.33 1.36
H 3.20 -0.56 1.99
H 2.49 -0.15 0.14
```

Summary:
- Energy relative to the best compared isomer or geometry (same formula, charge and spin): 23.1 kcal per mole
- SMILES: C=CC=S.[SeH2]
- DFT total energy: -2917.411400 a.u.
- Maximum force: 3.9 eV Å⁻¹
- Lowest unoccupied orbital energy: -1.0 eV
- Frontier orbital gap: 0.294 hartree
- M: 153.1 g mol⁻¹

***

# 17
ORCA calculation (the ωB97M-V functional and the def2-TZVPD basis) on C3H6Se as an isolated structure at a distorted geometry.

Geometry as XYZ:
```
10
C3H6Se the ωB97M-V functional and the def2-TZVPD basis
C 0.02 -0.66 1.65
C -0.31 0.34 0.84
C -0.24 -0.01 -1.11
Se 1.39 0.15 -2.06
H -0.13 -0.49 2.78
H 0.31 -1.69 1.42
H -0.95 1.18 1.09
H -0.54 -1.10 -0.98
H -0.93 0.69 -1.50
H 1.40 1.58 -2.13
```

Summary:
- Energy relative to the best compared isomer or geometry (same formula, charge and spin): 31.5 kcal per mole
- DFT total energy: -2519.215372 a.u.
- Maximum force: 5.2 eV Å⁻¹
- Lowest unoccupied orbital energy: 0.9 eV
- Frontier orbital gap: 0.345 hartree
- M: 121.0 g mol⁻¹

***

# 18
ORCA calculation (the ωB97M-V functional and the def2-TZVPD basis) on one molecule with the formula C3H6Si at a distorted geometry.

Geometry as XYZ:
```
10
C3H6Si the ωB97M-V functional and the def2-TZVPD basis
C -2.86 -0.40 0.06
C -1.87 0.28 -0.04
Si 0.05 0.59 -0.02
C 1.80 -0.47 -0.02
H -3.80 -0.87 0.13
H 0.14 1.35 1.23
H 0.16 1.38 -1.25
H 1.81 -1.24 -0.77
H 2.02 -0.89 0.95
H 2.56 0.27 -0.27
```

Summary:
- Energy relative to the best compared isomer or geometry (same formula, charge and spin): 11.2 kcal per mole
- SMILES: C#C[SiH2]C
- DFT total energy: -407.298661 a.u.
- Maximum force: 2.7 eV Å⁻¹
- Lowest unoccupied orbital energy: 0.6 eV
- Frontier orbital gap: 0.398 hartree
- M: 70.2 g mol⁻¹

***

# 19
ORCA calculation (the ωB97M-V functional and the def2-TZVPD basis) on C3H7AgCl2NO as an isolated structure at a distorted geometry.

Geometry as XYZ:
```
15
C3H7AgCl2NO the ωB97M-V functional and the def2-TZVPD basis
Ag 1.37 -1.70 1.91
Cl 1.16 -4.66 1.69
Cl 2.15 -0.24 4.20
C -2.08 -0.35 -0.85
C -0.73 0.10 -0.27
O -0.30 -0.28 0.81
N 0.06 0.93 -0.93
C 1.32 1.47 -0.55
H -2.89 -0.03 -0.20
H -2.19 -1.44 -0.92
H -2.23 0.12 -1.82
H -0.43 1.32 -1.72
H 0.98 2.33 0.03
H 1.96 1.74 -1.39
H 1.83 0.69 0.01
```

Summary:
- Energy relative to the best compared isomer or geometry (same formula, charge and spin): 28.4 kcal per mole
- DFT total energy: -1315.962130 a.u.
- Maximum force: 4.6 eV Å⁻¹
- Lowest unoccupied orbital energy: 2.5 eV
- Charge: -1
- Frontier orbital gap: 0.268 hartree
- M: 251.9 g mol⁻¹

***

# 20
ORCA calculation (the ωB97M-V functional and the def2-TZVPD basis) on a 2-piece molecular cluster, C3H7BO2 overall at a distorted geometry.

Geometry as XYZ:
```
13
C3H7BO2 the ωB97M-V functional and the def2-TZVPD basis
B 0.05 -1.47 0.49
C 0.67 1.64 0.84
C 0.13 0.96 -0.11
C -0.42 1.19 -1.42
O 1.13 -2.20 0.53
O -1.24 -1.96 0.68
H 0.66 2.67 0.81
H 0.93 1.31 1.91
H -0.69 2.36 -1.63
H 0.31 0.99 -2.20
H -1.30 0.47 -1.65
H 1.20 -3.18 0.67
H -1.41 -2.79 1.07
```

Summary:
- Energy relative to the best compared isomer or geometry (same formula, charge and spin): 82.7 kcal per mole
- DFT total energy: -293.774445 a.u.
- Maximum force: 5.4 eV Å⁻¹
- Lowest unoccupied orbital energy: 0.0 eV
- Frontier orbital gap: 0.296 hartree
- M: 85.9 g mol⁻¹